(1)
{"formula": "C40H53BaIN9PSe4Si3", "method": "ωB97M-V/def2-TZVPD", "symbols": ["Ba", "Se", "Se", "Se", "Se", "N", "P", "C", "C", "C", "C", "C", "C", "C", "C", "C", "C", "C", "C", "C", "C", "C", "C", "C", "N", "H", "H", "H", "H", "H", "H", "H", "H", "H", "H", "H", "H", "H", "H", "H", "C", "Si", "C", "C", "C", "Si", "C", "C", "C", "Si", "C", "C", "C", "C", "C", "C", "C", "N", "H", "H", "H", "H", "H", "H", "H", "H", "H", "H", "H", "H", "H", "H", "H", "H", "H", "H", "H", "H", "H", "H", "H", "H", "H", "H", "H", "H", "N", "C", "N", "C", "N", "N", "C", "N", "C", "C", "C", "C", "C", "N", "H", "H", "H", "H", "H", "H", "H", "H", "I", "C", "H", "H"], "positions_angstrom": [[-1.46678, -0.50106, 0.24432], [-4.38019, 0.32759, 1.41779], [-4.63508, -1.13508, 3.22919], [-2.74569, -2.49503, 2.76327], [-1.57464, -2.94932, 4.72094], [-0.16245, 4.11628, 2.42675], [0.83595, 3.08554, 1.48824], [2.44786, 3.14886, 2.38441], [2.77508, 4.12555, 3.32024], [4.01250, 4.11433, 3.94943], [4.94267, 3.12763, 3.64337], [4.62365, 2.14320, 2.71825], [3.37739, 2.14937, 2.10517], [1.22057, 4.32104, 0.17333], [0.20063, 5.08297, -0.39671], [0.45390, 5.92026, -1.47462], [1.73040, 6.00380, -2.01052], [2.75308, 5.24343, -1.45931], [2.50134, 4.41210, -0.37689], [-1.33520, 3.70939, 3.08644], [-2.24881, 4.67114, 3.51610], [-3.37310, 4.23966, 4.19712], [-3.56366, 2.88892, 4.42446], [-2.61149, 2.00881, 3.94038], [-1.50874, 2.41006, 3.29586], [-0.14655, 5.09517, 2.19737], [2.04527, 4.88831, 3.56798], [4.25249, 4.87686, 4.68191], [5.90638, 3.11594, 4.13972], [5.32976, 1.35242, 2.49394], [3.11323, 1.35033, 1.41809], [-0.81956, 4.97554, -0.04916], [-0.36571, 6.47030, -1.91917], [1.92370, 6.64316, -2.86396], [3.75426, 5.29561, -1.87273], [3.31592, 3.83651, 0.04619], [-2.07716, 5.72135, 3.31205], [-4.10561, 4.96178, 4.53744], [-4.44091, 2.50128, 4.91979], [-2.73097, 0.93686, 4.08431], [-4.00578, -1.77490, -4.80259], [-3.07187, -1.02756, -3.32247], [-4.36721, -0.09421, -2.34249], [-1.98134, 0.31767, -4.08680], [-2.10967, -2.26605, -2.35893], [-3.07559, -3.74607, -1.90781], [-4.86768, -3.38817, -1.45361], [-3.15893, -5.05117, -3.29317], [-2.43296, -4.72987, -0.42800], [-0.51251, -2.58592, -3.12463], [0.52688, -4.00393, -2.42217], [-0.49686, -2.94257, -4.99334], [0.67766, -1.08422, -2.93511], [1.50205, -0.60626, -3.95654], [2.29367, 0.51272, -3.75624], [2.26934, 1.14105, -2.52049], [1.45287, 0.59644, -1.54467], [0.67999, -0.46988, -1.73385], [-4.50321, -0.98293, -5.37530], [-4.77601, -2.48127, -4.47287], [-3.32827, -2.31182, -5.47538], [-4.91930, 0.56992, -3.01763], [-3.92147, 0.55265, -1.57927], [-5.08069, -0.74425, -1.83246], [-2.62677, 1.11826, -4.46211], [-1.36822, -0.04441, -4.91946], [-1.31881, 0.78067, -3.34752], [-5.44091, -2.95071, -2.27617], [-4.93277, -2.70520, -0.59888], [-5.35236, -4.32798, -1.16678], [-3.59945, -4.62834, -4.20234], [-3.76505, -5.91211, -2.98669], [-2.15938, -5.42158, -3.55213], [-2.34481, -4.10790, 0.46748], [-1.47094, -5.20385, -0.64131], [-3.14936, -5.52028, -0.17820], [-0.06275, -4.91159, -2.26015], [0.99253, -3.73224, -1.47250], [1.32409, -4.24343, -3.13413], [-1.14354, -3.80824, -5.17716], [0.50601, -3.19514, -5.35713], [-0.88406, -2.11347, -5.59266], [1.48810, -1.09910, -4.92143], [2.91085, 0.90141, -4.55834], [2.84456, 2.03488, -2.31539], [1.39701, 1.06213, -0.56155], [0.51811, -4.49996, 1.00112], [1.70839, -3.94769, 1.24566], [2.80654, -4.63769, 0.90898], [3.92981, -4.06399, 1.30823], [5.10138, -4.65179, 0.91502], [4.03298, -2.96334, 2.05840], [2.86927, -2.34323, 2.27976], [1.69315, -2.73060, 1.82224], [2.93333, -1.14043, 3.16917], [4.05165, -0.96976, 3.97574], [4.05371, 0.06774, 4.89361], [2.94808, 0.88898, 4.96100], [1.89501, 0.66044, 4.08318], [1.88066, -0.32915, 3.19463], [0.47004, -5.41025, 0.58411], [-0.30728, -4.10310, 1.42020], [5.02539, -5.60222, 0.59981], [5.91363, -4.39883, 1.44823], [4.87960, -1.65655, 3.88192], [4.90569, 0.22556, 5.54399], [2.89250, 1.71028, 5.66376], [1.02803, 1.30376, 4.07721], [-2.93119, 3.44482, -1.90932], [-1.66086, 2.24420, -0.59523], [-1.82747, 2.78183, 0.34973], [-0.67088, 2.55891, -0.95157]], "forces_ev_per_angstrom": [[-0.29, -0.02, -0.01], [-0.20, 0.09, -0.01], [0.15, 0.05, -0.04], [0.08, -0.26, 0.07], [0.05, 0.06, -0.03], [-0.22, -0.31, 0.11], [-0.12, 0.16, 0.07], [0.01, 0.11, -0.01], [-0.04, -0.03, 0.02], [0.03, -0.04, 0.00], [-0.01, 0.04, -0.08], [0.06, 0.18, -0.23], [0.20, 0.12, -0.24], [0.24, -0.10, -0.11], [-0.07, -0.07, -0.05], [0.02, -0.03, -0.01], [0.01, -0.02, 0.00], [0.01, 0.02, 0.01], [-0.02, 0.05, 0.01], [0.10, -0.18, -0.04], [-0.06, 0.04, 0.03], [0.00, 0.13, -0.02], [0.00, -0.11, -0.06], [0.26, -0.11, -0.11], [0.20, 0.03, 0.05], [0.04, 0.14, 0.00], [0.02, -0.01, -0.01], [0.00, -0.01, -0.01], [-0.01, 0.00, -0.01], [-0.03, 0.04, 0.00], [0.03, 0.06, 0.01], [-0.01, 0.01, 0.03], [0.00, 0.00, 0.02], [0.00, -0.01, 0.02], [-0.02, 0.00, 0.01], [-0.01, -0.01, -0.01], [-0.02, 0.00, 0.00], [0.00, 0.02, 0.00], [-0.03, 0.02, 0.03], [0.04, 0.12, -0.08], [-0.07, -0.04, -0.07], [0.05, 0.02, 0.02], [-0.09, 0.04, 0.09], [0.07, 0.06, -0.03], [0.06, 0.13, 0.09], [-0.01, -0.03, -0.02], [-0.10, 0.04, 0.04], [-0.01, -0.06, -0.07], [0.03, -0.08, 0.03], [0.08, 0.01, 0.01], [0.01, -0.06, 0.01], [-0.05, -0.06, -0.08], [0.01, 0.03, 0.01], [-0.02, 0.01, 0.01], [0.00, 0.00, 0.01], [0.01, -0.06, -0.05], [0.02, 0.13, 0.10], [0.02, -0.06, 0.01], [0.02, -0.04, 0.02], [0.06, 0.05, -0.04], [-0.05, 0.04, 0.04], [0.02, -0.03, 0.03], [-0.01, -0.05, -0.06], [0.05, 0.08, -0.04], [0.01, -0.05, -0.02], [-0.02, 0.04, 0.07], [-0.07, -0.02, -0.03], [0.03, -0.03, 0.05], [0.00, -0.04, -0.05], [0.01, 0.03, -0.01], [0.03, -0.03, 0.05], [0.03, 0.03, -0.02], [-0.07, 0.02, 0.02], [0.01, -0.03, -0.06], [-0.06, 0.05, 0.03], [0.02, 0.01, -0.05], [0.05, 0.06, -0.05], [-0.05, -0.01, -0.03], [0.00, 0.01, 0.06], [0.05, 0.06, -0.01], [-0.04, 0.02, 0.02], [0.02, -0.05, 0.04], [0.01, 0.01, 0.03], [0.00, 0.00, 0.00], [-0.01, -0.02, 0.00], [0.00, -0.01, -0.05], [0.01, 0.00, -0.01], [-0.26, 0.04, 0.03], [-0.04, -0.01, 0.00], [0.09, 0.08, 0.00], [0.00, 0.01, 0.02], [0.07, -0.07, -0.03], [-0.03, -0.01, -0.25], [0.20, 0.06, 0.30], [-0.06, -0.12, -0.12], [0.07, 0.05, 0.15], [-0.05, -0.20, 0.05], [-0.31, -0.04, 0.23], [0.00, -0.24, 0.02], [-0.05, 0.03, 0.13], [0.01, -0.01, 0.00], [-0.02, 0.05, 0.05], [0.00, -0.03, -0.01], [0.03, 0.01, 0.01], [-0.01, 0.00, 0.00], [0.00, 0.01, 0.00], [0.00, -0.01, -0.02], [-0.21, 0.08, 0.06], [-0.01, 0.09, -0.02], [0.07, -0.04, -0.02], [0.03, -0.09, 0.05], [0.01, 0.05, -0.01]], "energy_ha": -13187.9175, "de_lowest_kj_mol": 45.5, "homo_ev": -1.020, "charge": -2}

---

(2)
{"formula": "C51H55AsN10Sc", "method": "ωB97M-V/def2-TZVPD", "symbols": ["Sc", "C", "C", "C", "C", "C", "N", "C", "C", "C", "C", "C", "C", "C", "N", "C", "C", "C", "N", "C", "C", "N", "C", "C", "C", "N", "H", "H", "H", "H", "H", "H", "H", "H", "H", "H", "H", "H", "H", "H", "H", "H", "H", "H", "N", "C", "C", "N", "C", "H", "H", "H", "H", "C", "C", "C", "C", "C", "C", "As", "N", "C", "C", "C", "C", "C", "C", "C", "C", "C", "C", "C", "C", "C", "C", "C", "C", "C", "C", "H", "H", "H", "H", "H", "H", "H", "H", "H", "H", "H", "H", "H", "H", "H", "H", "H", "H", "H", "H", "H", "H", "H", "H", "H", "H", "H", "C", "N", "C", "C", "N", "C", "H", "H", "H", "H", "H", "H"], "positions_angstrom": [[1.05565, 0.89259, 0.40118], [-2.56184, 2.07420, 6.71833], [-1.66465, 1.63198, 5.60193], [-0.65265, 0.69947, 5.80579], [0.16562, 0.31670, 4.77419], [0.02596, 0.79981, 3.45289], [0.85739, 0.38224, 2.45164], [1.95375, -0.38445, 2.86460], [1.86398, -1.73961, 3.21266], [2.95693, -2.44073, 3.67639], [4.19487, -1.82244, 3.83819], [5.36881, -2.58191, 4.36924], [4.31176, -0.49206, 3.47230], [3.22119, 0.21549, 2.98426], [3.38494, 1.56693, 2.62756], [4.10856, 2.48080, 3.30092], [3.98416, 3.67660, 2.62994], [3.15190, 3.38448, 1.54877], [2.79593, 2.10313, 1.54863], [-0.97152, 1.78951, 3.26480], [-1.78264, 2.17480, 4.33466], [-1.10713, 2.50719, 2.05529], [-2.15099, 3.30126, 1.74900], [-1.80503, 4.06128, 0.65381], [-0.51772, 3.64433, 0.34016], [-0.10162, 2.69193, 1.18045], [-2.25884, 1.61419, 7.65581], [-3.59579, 1.79709, 6.51463], [-2.52967, 3.15675, 6.83339], [-0.48124, 0.28405, 6.78842], [0.95252, -0.39317, 4.97738], [0.90290, -2.22627, 3.12577], [2.84667, -3.48136, 3.94426], [5.08181, -3.17249, 5.23461], [6.17471, -1.91172, 4.65471], [5.74693, -3.27222, 3.61630], [5.25900, 0.01683, 3.58176], [4.63553, 2.24504, 4.20381], [4.42846, 4.61752, 2.88343], [2.79723, 4.05321, 0.78784], [-2.50442, 2.96614, 4.20182], [-3.07224, 3.26976, 2.28892], [-2.39335, 4.81059, 0.16508], [0.11459, 3.99815, -0.45218], [2.50072, 2.84469, -3.41598], [2.77502, 1.54251, -3.69901], [2.55614, 0.85750, -2.54093], [2.15477, 1.72089, -1.55380], [2.13653, 2.90642, -2.12341], [2.55461, 3.61263, -4.06446], [3.07830, 1.20668, -4.66778], [2.70003, -0.19000, -2.36403], [1.89687, 3.83287, -1.63928], [-4.07857, 2.48442, -6.83171], [-3.22353, 1.83837, -5.78457], [-2.72824, 0.55356, -5.92747], [-1.91661, -0.03872, -4.96620], [-1.40350, -1.42025, -5.26096], [-1.59920, 0.64900, -3.78603], [-0.47721, -0.37649, -2.43342], [-0.55523, 0.41951, -0.73962], [-1.45243, -0.17311, 0.15417], [-2.69515, 0.40620, 0.43880], [-3.59744, -0.22250, 1.27482], [-3.29349, -1.44021, 1.85775], [-2.05283, -2.01127, 1.62262], [-1.14456, -1.38418, 0.79494], [-1.72212, -1.90888, -2.15364], [-3.11654, -1.83329, -2.07303], [-3.88867, -0.56446, -2.28814], [-3.85922, -2.98579, -1.82840], [-3.26726, -4.22421, -1.65400], [-4.07367, -5.46426, -1.41321], [-1.88347, -4.29132, -1.72980], [-1.11857, -3.16489, -1.98879], [0.36725, -3.35095, -2.15502], [-2.03948, 1.97145, -3.67440], [-1.59544, 2.84158, -2.53729], [-2.85148, 2.53738, -4.64683], [-4.09227, 1.89787, -7.74574], [-3.69578, 3.47700, -7.06042], [-5.10237, 2.59683, -6.47755], [-2.96394, -0.00974, -6.81974], [-1.31918, -1.56296, -6.33730], [-2.08580, -2.17725, -4.87106], [-0.42217, -1.56896, -4.80150], [-2.94842, 1.34943, -0.02927], [-4.55570, 0.23879, 1.46383], [-4.01595, -1.93668, 2.48671], [-1.79662, -2.96116, 2.06979], [-0.17042, -1.83189, 0.60117], [-3.30804, 0.31017, -2.01069], [-4.80656, -0.57353, -1.70118], [-4.16555, -0.46867, -3.34076], [-4.93648, -2.89851, -1.77973], [-5.11043, -5.32137, -1.70630], [-4.05186, -5.74131, -0.35859], [-3.66112, -6.29267, -1.98657], [-1.39215, -5.24710, -1.59399], [0.67699, -4.32876, -1.78865], [0.93614, -2.57681, -1.63480], [0.62233, -3.28869, -3.21627], [-1.41326, 2.24556, -1.64727], [-2.32555, 3.61784, -2.31802], [-0.65707, 3.32571, -2.81421], [-3.20269, 3.55242, -4.51440], [6.22508, -1.64161, 0.36446], [4.79097, -1.60169, 0.28060], [3.95438, -2.65816, 0.46678], [2.68686, -2.16907, 0.37523], [2.72654, -0.82551, 0.12942], [4.01406, -0.52356, 0.08078], [6.54665, -2.67755, 0.45602], [6.56867, -1.09438, 1.24444], [6.67845, -1.21141, -0.52896], [4.31371, -3.64845, 0.64393], [1.77441, -2.71660, 0.48043], [4.40738, 0.45598, -0.12585]], "forces_ev_per_angstrom": [[0.45, 0.20, 0.55], [-0.06, 0.04, -0.10], [0.11, -0.13, -0.02], [-0.20, 0.23, -0.06], [0.05, -0.08, -0.37], [-0.48, 0.36, 0.55], [0.24, -0.19, -0.87], [0.68, -0.08, 0.47], [0.01, 0.33, -0.06], [-0.02, 0.14, 0.19], [-0.15, 0.07, -0.01], [0.01, -0.04, -0.04], [-0.06, 0.03, -0.08], [-0.67, -0.87, 0.17], [0.22, 0.27, 0.29], [-0.01, 0.49, -0.18], [0.05, -0.17, 0.05], [0.04, -0.22, 0.01], [0.09, 0.18, -0.40], [0.40, -0.69, 0.89], [0.16, -0.06, -0.05], [-0.53, 0.35, -0.30], [0.21, 0.15, -0.36], [0.09, -0.03, 0.21], [-0.05, -0.02, 0.34], [0.15, 0.30, -0.34], [-0.04, 0.03, 0.07], [-0.07, -0.03, 0.08], [-0.02, 0.07, 0.09], [-0.05, -0.02, 0.11], [-0.04, 0.01, 0.06], [-0.14, 0.01, 0.00], [-0.01, -0.14, 0.03], [0.04, -0.07, 0.11], [0.10, 0.01, 0.05], [0.11, -0.10, -0.05], [0.16, 0.02, -0.04], [0.01, -0.15, 0.14], [0.04, 0.14, 0.07], [-0.09, 0.04, -0.16], [-0.04, 0.07, -0.05], [-0.13, -0.02, 0.20], [-0.13, 0.08, -0.09], [0.05, -0.12, -0.13], [-0.09, 0.22, 0.21], [0.04, -0.61, 0.22], [0.42, -0.19, -0.54], [-0.10, 0.14, 0.14], [-0.07, 0.46, 0.08], [-0.03, 0.04, 0.10], [0.07, -0.04, -0.20], [-0.15, -0.08, 0.00], [-0.08, 0.14, 0.04], [0.00, -0.02, 0.07], [0.11, -0.08, 0.04], [0.02, 0.15, 0.00], [0.11, -0.08, 0.10], [0.00, -0.03, 0.14], [0.10, -0.10, 0.11], [-0.60, -0.13, -0.90], [0.60, -0.32, -0.55], [-0.93, -0.36, 0.69], [0.30, -0.05, -0.07], [-0.12, 0.11, 0.05], [0.06, -0.05, 0.03], [0.01, -0.13, 0.12], [0.04, 0.29, -0.21], [0.14, 0.01, 0.03], [-0.04, 0.18, -0.02], [-0.06, 0.07, 0.02], [0.10, -0.03, 0.00], [0.04, 0.08, -0.05], [0.01, 0.03, 0.03], [-0.04, 0.10, 0.00], [0.24, 0.00, -0.06], [0.00, 0.09, 0.02], [0.07, 0.12, 0.14], [-0.07, -0.18, 0.06], [0.03, -0.15, 0.02], [-0.04, -0.03, -0.09], [-0.04, 0.09, -0.09], [-0.09, 0.02, -0.03], [-0.02, -0.06, -0.13], [0.07, -0.04, 0.00], [0.08, -0.10, 0.04], [-0.04, -0.17, -0.12], [0.00, 0.00, -0.02], [-0.12, 0.04, 0.02], [-0.05, -0.05, 0.09], [0.00, -0.08, 0.07], [-0.18, -0.04, -0.04], [-0.15, -0.01, -0.07], [-0.01, -0.01, 0.04], [0.02, 0.10, -0.01], [-0.12, -0.01, 0.01], [-0.08, -0.02, 0.00], [-0.02, -0.04, 0.04], [-0.04, -0.09, 0.01], [0.05, -0.06, -0.04], [0.04, -0.02, 0.01], [0.03, -0.13, -0.10], [0.14, 0.00, 0.04], [-0.02, 0.14, 0.00], [-0.04, 0.08, 0.01], [0.13, 0.14, 0.06], [0.03, 0.14, 0.03], [0.62, 0.12, 0.05], [-0.49, 0.34, -0.21], [-0.59, -0.16, -0.04], [0.27, -0.42, -0.13], [0.10, 0.36, -0.18], [0.09, 0.21, -0.24], [-0.04, 0.06, -0.04], [-0.01, -0.03, -0.05], [-0.03, -0.02, 0.06], [0.12, -0.25, 0.07], [-0.21, -0.07, 0.03], [0.08, 0.12, 0.08]], "energy_ha": -5520.4475, "de_lowest_kj_mol": 6.4, "homo_ev": -9.088, "charge": 1}